19
Properties=species:S:1:pos:R:3 method="wB97M-V/def2-TZVPD" fmax_ev_per_a=3.95 homo_ev="-7.314 / -7.313" relative_energy_kj_mol=587.3
C 1.557 1.052 0.852
C 0.962 0.087 -0.166
C 0.446 -1.231 0.415
C -0.463 -1.720 -0.706
O -1.049 -0.550 -1.281
C -0.285 0.601 -0.897
C -2.041 1.130 0.475
H 2.442 0.623 1.335
H 1.863 1.993 0.380
H 0.832 1.292 1.639
H 1.720 -0.151 -0.927
H -0.127 -1.036 1.330
H 1.248 -1.936 0.661
H -1.273 -2.374 -0.361
H 0.112 -2.261 -1.475
H -0.036 1.170 -1.804
H -2.304 0.163 0.866
H -0.817 1.769 -0.049
H -2.784 1.379 -0.286

24
Properties=species:S:1:pos:R:3 method="wB97M-V/def2-TZVPD" total_charge=-1 fmax_ev_per_a=2.59 homo_ev="-3.974 / -3.826" relative_energy_kj_mol=69.3
C -1.640 -1.566 -0.079
C -2.360 0.825 -0.060
C -1.322 -0.271 0.237
C 0.123 0.014 0.682
C 0.720 0.005 -0.705
C 0.675 -1.075 1.607
C 0.244 1.363 1.390
C 0.719 1.248 -1.514
C 1.122 -1.267 -1.372
N -1.887 -2.669 -0.356
O -3.507 0.517 0.273
O -1.949 1.887 -0.564
H 0.169 -1.025 2.570
H 1.744 -0.928 1.766
H 0.514 -2.070 1.200
H -0.212 2.146 0.793
H 1.292 1.602 1.572
H -0.280 1.320 2.344
H 0.946 1.045 -2.560
H 1.442 1.972 -1.129
H -0.274 1.721 -1.441
H 0.582 -2.130 -0.986
H 2.193 -1.446 -1.219
H 0.945 -1.216 -2.448

54
Properties=species:S:1:pos:R:3 method="wB97M-V/def2-TZVPD" total_charge=+2 fmax_ev_per_a=3.52 homo_ev=-12.184 relative_energy_kj_mol=365.9
In -12.693 2.956 -24.093
O -13.624 2.963 -15.916
C -12.831 3.341 -16.884
O -13.161 3.173 -18.029
O -11.689 3.780 -16.646
H -14.356 2.595 -16.417
F -19.185 3.724 -20.906
C -20.305 3.735 -20.193
C -20.255 4.317 -18.888
C -21.447 4.215 -18.092
C -22.612 3.739 -18.628
C -22.625 3.248 -19.873
C -21.536 3.331 -20.731
H -19.327 4.760 -18.558
H -21.360 4.585 -17.081
H -23.535 3.690 -18.069
H -23.628 3.104 -20.246
H -21.622 2.875 -21.706
F -8.146 3.783 -29.515
C -7.122 4.016 -30.358
C -6.448 5.154 -30.133
C -5.300 5.447 -30.842
C -5.036 4.697 -32.058
C -5.731 3.494 -32.203
C -6.840 3.138 -31.388
H -6.785 5.824 -29.356
H -4.595 6.232 -30.613
H -4.147 4.831 -32.657
H -5.435 2.783 -32.960
H -7.472 2.280 -31.563
F -16.440 -2.419 -21.359
C -16.688 -3.462 -20.543
C -16.327 -4.677 -20.973
C -16.764 -5.739 -20.238
C -17.450 -5.617 -19.043
C -17.854 -4.318 -18.597
C -17.420 -3.247 -19.386
H -15.892 -4.849 -21.946
H -16.535 -6.677 -20.722
H -17.871 -6.500 -18.583
H -18.467 -4.327 -17.708
H -17.566 -2.193 -19.203
F -15.724 9.543 -24.475
C -16.286 10.746 -24.415
C -15.537 11.829 -24.895
C -16.148 13.099 -25.028
C -17.389 13.300 -24.522
C -18.130 12.285 -23.822
C -17.553 10.977 -23.851
H -14.550 11.546 -25.231
H -15.647 13.918 -25.522
H -17.819 14.290 -24.482
H -19.093 12.558 -23.418
H -18.107 10.172 -23.392

11
Properties=species:S:1:pos:R:3 method="wB97M-V/def2-TZVPD" smiles="C#CCN(I)C=O" fmax_ev_per_a=5.56 homo_ev=-9.031 relative_energy_kj_mol=261.8
C 0.885 2.052 -1.197
C 0.677 0.927 -0.826
C 0.204 -0.314 -0.320
N -0.794 -0.091 0.703
I -2.729 0.427 0.229
C -0.922 -1.717 1.399
O -0.095 -2.440 1.041
H 1.000 2.865 -1.913
H 0.891 -0.933 0.215
H -0.160 -0.791 -1.259
H -1.907 -1.713 2.010